This record from the Open Molecules 2025 dataset describes an isolated molecule of C4H6N2 at a distorted geometry. The level of theory is ωB97M-V with the def2-TZVPD basis set.

The frontier orbital gap comes out at 8.6 eV. Its largest force on an atom is 1.38 eV/Å. The calculation puts the total energy at -7224.66688 eV. Its structure (SMILES) is Nc1cc[nH]c1.

CARTESIAN COORDINATES (ANGSTROEM)
N: -2.009 0.148 -0.275
C: -0.641 0.091 0.034
C: 0.073 -1.120 0.176
C: 1.408 -0.830 0.117
N: 1.545 0.530 0.052
C: 0.292 1.105 0.016
H: -2.421 1.062 -0.157
H: -2.537 -0.556 0.221
H: -0.314 -2.130 0.180
H: 2.025 -1.521 -0.431
H: 2.407 1.044 0.119
H: 0.171 2.176 -0.051

This record from the Open Molecules 2025 dataset describes an isolated molecule of C4H6N2 at a distorted geometry. The level of theory is ωB97M-V with the def2-TZVPD basis set.

The frontier orbital gap comes out at 10.3 eV. Its largest force on an atom is 1.12 eV/Å. The calculation puts the total energy at -7223.92812 eV. Its structure (SMILES) is N#C[C@H]1CCN1.

CARTESIAN COORDINATES (ANGSTROEM)
N: 3.010 0.181 -0.623
C: 1.950 -0.044 -0.216
C: 0.647 -0.288 0.428
C: -0.356 0.894 0.348
C: -1.333 -0.082 -0.342
N: -0.347 -1.153 -0.197
H: 0.874 -0.624 1.446
H: -0.669 1.287 1.317
H: -0.020 1.716 -0.286
H: -1.620 0.203 -1.363
H: -2.243 -0.299 0.228
H: -0.118 -1.794 -0.938

This record from the Open Molecules 2025 dataset describes an isolated molecule of C4H6N2 at a distorted geometry. The level of theory is ωB97M-V with the def2-TZVPD basis set.

The frontier orbital gap comes out at 9.1 eV. Its largest force on an atom is 1.25 eV/Å. The calculation puts the total energy at -7223.22595 eV. Its structure (SMILES) is [H]/N=C/C(C)=C=N.

CARTESIAN COORDINATES (ANGSTROEM)
H: 0.637 2.093 2.192
N: 0.056 1.550 1.566
C: 0.752 0.807 0.795
C: 0.051 -0.094 -0.104
C: 0.695 -1.114 -1.021
C: -1.261 0.022 0.051
N: -2.461 0.038 0.218
H: 1.844 0.710 0.809
H: 0.152 -1.231 -1.972
H: 1.693 -0.736 -1.288
H: 0.827 -2.121 -0.589
H: -2.986 0.076 -0.658

This record from the Open Molecules 2025 dataset describes a cluster of 2 separate species, C4H6N2 in total. The level of theory is ωB97M-V with the def2-TZVPD basis set.

The frontier orbital gap comes out at 9.5 eV. Its largest force on an atom is 0.37 eV/Å. The calculation puts the total energy at -7223.18845 eV. Its structure (SMILES) is [H]/N=C1\C=CC=N1.[H][H].

CARTESIAN COORDINATES (ANGSTROEM)
H: 2.048 1.957 0.334
N: 1.939 0.945 0.233
C: 0.714 0.659 0.083
C: -0.487 1.546 0.037
C: -1.538 0.740 -0.148
C: -0.984 -0.639 -0.211
N: 0.290 -0.699 -0.081
H: -0.465 2.624 0.138
H: -2.585 1.004 -0.238
H: -1.581 -1.538 -0.351
H: 1.228 -3.033 0.025
H: 1.409 -3.754 0.074

This record from the Open Molecules 2025 dataset describes an isolated molecule of C4H6N2 at a distorted geometry. The level of theory is ωB97M-V with the def2-TZVPD basis set.

The frontier orbital gap comes out at 7.4 eV. Its largest force on an atom is 3.27 eV/Å. The calculation puts the total energy at -7219.53744 eV.

CARTESIAN COORDINATES (ANGSTROEM)
C: -2.009 -0.244 0.051
C: -0.429 -0.244 0.098
C: 0.415 0.826 0.074
N: 1.762 0.455 -0.069
C: 2.037 -0.811 -0.136
N: -0.312 -1.496 0.060
H: -2.234 0.687 0.542
H: -2.565 -1.000 0.614
H: -2.316 -0.264 -0.988
H: 0.115 1.844 0.160
H: 2.430 1.227 -0.130
H: 3.107 -0.978 -0.277

This record from the Open Molecules 2025 dataset describes an isolated molecule of C4H6N2 at a distorted geometry. The level of theory is ωB97M-V with the def2-TZVPD basis set.

The frontier orbital gap comes out at 9.0 eV. Its largest force on an atom is 2.62 eV/Å. The calculation puts the total energy at -7220.10964 eV.

CARTESIAN COORDINATES (ANGSTROEM)
N: 0.169 0.314 -1.633
C: 1.262 -0.098 -1.235
C: 1.151 -0.805 0.129
N: -0.170 -0.586 0.703
C: -1.156 -0.074 -0.115
C: -0.632 0.777 0.973
H: 1.310 -1.875 -0.049
H: 1.920 -0.454 0.824
H: -2.150 -0.531 -0.198
H: -0.596 0.814 -2.007
H: -0.007 1.616 0.661
H: -1.102 0.903 1.949

Relative energy (zero: lowest compared OMol25 entry of this formula, charge and spin) values (in kcal per mole) by entry order: 21.3; 38.3; 54.5; 55.4; 139.6; 126.4.